Record 1
A structure of composition C4H8NO, computed with wB97M-V/def2-TZVPD.

Calculated values
Total charge   +1
Electronic energy   -286.80222 Ha
Gap between HOMO and LUMO   10.887 eV
Relative energy (zero: lowest compared OMol25 entry of this formula, charge and spin)   368.3 kJ/mol
E_HOMO   -15.6 eV
E_LUMO   -4.7 eV

Geometry (Å):
C: -0.009 -0.492 -2.145
C: 1.185 -1.222 -0.056
C: 0.605 0.055 0.458
C: -1.151 1.274 1.507
N: 0.397 -0.465 -0.976
O: -0.375 0.043 1.318
H: -0.666 0.316 -2.390
H: 0.064 -1.344 -2.939
H: 2.229 -1.423 -0.172
H: 0.436 -2.338 0.264
H: 1.217 0.980 0.249
H: -2.017 1.359 0.958
H: -0.579 2.116 1.397
H: -1.335 1.140 2.528

Record 2
A structure of composition C39H42BrF4N3O3P2Ti, computed with wB97M-V/def2-TZVPD.

Calculated values
Total charge   +3
Electronic energy   -6406.20609 Ha
<S²>   0.75
Gap between HOMO and LUMO (alpha / beta)   7.285 / 7.637 eV
2S+1   2
Relative energy (zero: lowest compared OMol25 entry of this formula, charge and spin)   26.6 kJ/mol
E_HOMO (alpha / beta)   -16.2 / -16.2 eV
E_LUMO (alpha / beta)   -8.9 / -8.6 eV

Geometry (Å):
Ti: 1.364 0.415 -0.260
O: 1.419 4.446 -0.070
C: 1.064 3.430 -0.595
O: 1.741 2.269 -0.305
C: -0.161 3.241 -1.411
P: -0.994 1.840 -0.579
C: -1.592 2.671 0.932
C: -2.744 3.443 1.039
C: -2.994 4.174 2.187
C: -2.113 4.177 3.263
C: -0.992 3.376 3.181
C: -0.737 2.647 2.046
C: -2.454 1.602 -1.590
C: -3.735 1.344 -1.085
C: -4.826 1.183 -1.924
C: -4.674 1.323 -3.288
C: -3.421 1.540 -3.821
C: -2.324 1.663 -2.980
H: 0.088 2.984 -2.435
H: -0.747 4.153 -1.382
H: -3.446 3.492 0.224
H: -3.917 4.735 2.250
H: -2.301 4.790 4.131
H: -0.297 3.263 4.012
H: 0.197 2.120 2.029
H: -3.938 1.261 -0.025
H: -5.807 0.991 -1.482
H: -5.552 1.249 -3.925
H: -3.254 1.629 -4.906
H: -1.364 1.875 -3.450
F: 0.282 -7.876 -0.929
C: 0.193 -6.574 -0.767
C: -1.027 -5.949 -0.553
F: -2.133 -6.659 -0.512
C: -1.041 -4.574 -0.359
F: -2.230 -4.010 -0.106
C: 0.114 -3.779 -0.455
P: -0.219 -1.934 -0.398
C: -1.188 -1.825 1.121
C: -2.162 -0.856 1.358
C: -2.666 -0.638 2.633
C: -2.226 -1.412 3.692
C: -1.320 -2.433 3.461
C: -0.833 -2.663 2.188
C: -1.236 -1.844 -1.898
C: -0.574 -1.995 -3.118
C: -1.266 -2.035 -4.319
C: -2.632 -1.936 -4.326
C: -3.308 -1.765 -3.137
C: -2.621 -1.749 -1.930
C: 1.327 -4.440 -0.676
Br: 3.004 -3.534 -0.882
C: 1.362 -5.824 -0.827
F: 2.493 -6.454 -1.073
H: -2.482 -0.217 0.553
H: -3.392 0.129 2.833
H: -2.615 -1.235 4.692
H: -1.004 -3.061 4.276
H: -0.161 -3.503 2.042
H: 0.490 -2.190 -3.160
H: -0.711 -2.218 -5.228
H: -3.179 -2.025 -5.269
H: -4.382 -1.685 -3.133
H: -3.205 -1.687 -1.015
N: 3.594 3.187 1.637
C: 4.177 1.989 2.350
C: 3.125 1.263 3.216
C: 2.663 -0.135 2.783
N: 1.416 -0.062 1.942
C: 3.718 -0.954 2.058
C: 4.428 -0.206 0.932
N: 3.530 -0.094 -0.281
C: 5.004 1.144 1.384
H: 3.063 3.776 2.298
H: 2.964 2.986 0.871
H: 4.339 3.777 1.275
H: 4.889 2.417 3.058
H: 2.251 1.907 3.409
H: 3.618 1.142 4.177
H: 2.436 -0.675 3.696
H: 0.679 0.417 2.470
H: 1.003 -1.015 1.961
H: 3.260 -1.877 1.654
H: 4.446 -1.261 2.792
H: 5.285 -0.825 0.670
H: 3.490 -1.023 -0.702
H: 4.019 0.454 -0.990
H: 5.315 1.737 0.511
H: 5.897 0.866 1.926
C: 2.014 0.899 -3.427
O: 1.256 0.280 -2.387
H: 2.709 0.184 -3.882
H: 2.615 1.694 -2.999
H: 1.358 1.322 -4.178
H: 0.495 -0.193 -2.781

Record 3
A cluster of 2 separate species, C5H6BrCl in total, computed with wB97M-V/def2-TZVPD.

Calculated values
Total charge   0
Electronic energy   -3228.11033 Ha
Gap between HOMO and LUMO (alpha / beta)   7.105 / 7.107 eV
Relative energy (zero: lowest compared OMol25 entry of this formula, charge and spin)   398.5 kJ/mol
E_HOMO (alpha / beta)   -8.5 / -8.5 eV
E_LUMO (alpha / beta)   -1.4 / -1.4 eV

Geometry (Å):
C: -2.357 -0.410 0.485
C: -3.381 -1.070 0.609
C: 0.718 0.154 0.928
C: 0.087 -0.779 -1.342
C: 0.088 -0.939 0.134
Cl: 0.037 -2.544 0.805
Br: -5.008 -1.862 0.648
H: 1.469 -0.262 1.545
H: 0.050 0.681 1.620
H: 1.119 0.915 0.254
H: 1.022 -1.162 -1.666
H: 0.041 0.268 -1.474
H: -0.736 -1.411 -1.680

Record 4
A cluster of 8 separate species, C4H23NO8S2 in total, computed with wB97M-V/def2-TZVPD.

Calculated values
Total charge   0
Electronic energy   -1619.20821 Ha
Gap between HOMO and LUMO   8.754 eV
Relative energy (zero: lowest compared OMol25 entry of this formula, charge and spin)   102.4 kJ/mol
E_HOMO   -8.7 eV
E_LUMO   0.0 eV

Geometry (Å):
C: -1.576 0.541 1.252
N: -0.258 0.251 0.674
C: -0.164 0.539 -0.730
C: -1.317 -0.098 -1.537
O: -1.893 -1.065 -1.098
C: 1.074 -0.122 -1.377
S: 1.922 0.773 -2.636
S: 0.831 0.588 -4.399
H: -1.496 0.595 2.334
H: -2.097 1.353 0.741
H: -2.298 -0.238 0.980
H: 0.065 -0.662 1.003
H: -0.283 1.610 -0.914
H: -1.571 0.283 -2.527
H: 1.814 -0.112 -0.565
H: 0.930 -1.171 -1.625
H: -0.420 0.932 -4.022
O: 1.206 -2.195 1.083
H: 1.842 -2.193 0.364
H: 0.469 -2.687 0.753
O: 1.098 2.840 0.996
H: 0.622 1.990 1.113
H: 1.712 2.565 0.300
O: 3.296 0.495 1.013
H: 2.732 0.067 1.654
H: 3.696 1.252 1.446
O: -2.928 1.910 -1.757
H: -3.498 2.610 -1.434
H: -2.998 1.802 -2.706
O: 2.674 2.091 2.991
H: 2.021 2.611 2.475
H: 2.219 1.373 3.435
O: -1.592 -2.632 1.334
H: -2.113 -3.301 1.787
H: -1.493 -1.912 1.966
O: -0.442 -3.567 -0.953
H: -0.714 -4.261 -0.357
H: -1.070 -2.856 -1.058